# C18H54O9

9 unconnected molecules or ions with the total composition C18H54O9 (ωB97M-V/def2-TZVPD, the Open Molecules 2025 dataset).

gap between HOMO and LUMO	10.230	eV
SMILES	CCO.CCO.CCO.CCO.CCO.CCO.CCO.CCO.CCO
energy relative to the best compared isomer or geometry (same formula, charge and spin)	295.2	kJ/mol
max |F|	0.0386	Eh/bohr
2S+1	1
M	414.621	g/mol
LUMO	0.41	eV

Positions of all 81 atoms, in Å:
C 6.2606 -10.1717 -4.6273
C 6.8150 -9.1593 -5.6042
O 7.3811 -9.8751 -6.7103
H 5.8470 -9.7309 -3.7163
H 7.0523 -10.8557 -4.3072
H 5.4575 -10.7465 -5.0902
H 7.5345 -8.4773 -5.1516
H 5.9676 -8.5893 -6.0065
H 8.2067 -9.3802 -6.8995
C 10.9580 -10.3219 -7.1923
C 10.6186 -9.0416 -6.5000
O 9.6708 -8.2955 -7.3394
H 11.7544 -10.8682 -6.6828
H 11.3260 -10.1738 -8.2102
H 10.0713 -10.9503 -7.2888
H 11.4937 -8.3885 -6.4227
H 10.2282 -9.2546 -5.4994
H 9.8095 -7.3503 -7.2703
C 4.6901 -10.2244 -8.4715
C 3.6138 -9.2845 -8.9887
O 3.3723 -9.4802 -10.3991
H 4.5594 -11.2109 -8.9172
H 4.5147 -10.3929 -7.4092
H 5.6384 -9.7821 -8.7574
H 3.8935 -8.2344 -8.8714
H 2.6655 -9.4805 -8.4925
H 4.2327 -9.3520 -10.8216
C 6.6356 -14.0968 -8.4539
C 7.7028 -13.0139 -8.2747
O 7.9770 -12.7783 -6.8991
H 6.7795 -14.9351 -7.7744
H 6.6533 -14.4747 -9.4840
H 5.6434 -13.6672 -8.2995
H 7.3090 -12.1368 -8.8053
H 8.6576 -13.2646 -8.7377
H 7.4411 -12.0355 -6.5794
C 9.2083 -15.2901 -11.6119
C 10.2630 -16.0348 -10.8764
O 10.2186 -17.4217 -11.3054
H 9.1769 -14.2344 -11.3433
H 8.2157 -15.7077 -11.4271
H 9.3563 -15.3596 -12.6921
H 10.0719 -15.9513 -9.7930
H 11.2601 -15.6118 -11.0566
H 10.9800 -17.9360 -11.0307
C 5.1273 -12.3251 -11.4510
C 5.0633 -12.7498 -12.9192
O 5.8379 -13.9335 -13.1194
H 4.2622 -11.6951 -11.2316
H 6.0407 -11.7500 -11.2614
H 5.1427 -13.1957 -10.8037
H 5.2723 -11.9447 -13.6216
H 4.0106 -13.0145 -13.1034
H 5.2379 -14.6843 -13.1153
C 10.9548 -12.6339 -4.2827
C 11.3844 -13.8277 -5.1305
O 10.3688 -14.7552 -5.2636
H 10.3461 -13.0242 -3.4667
H 10.3567 -11.9575 -4.8960
H 11.7985 -12.0630 -3.8928
H 12.2322 -14.3300 -4.6665
H 11.7129 -13.4909 -6.1222
H 9.6005 -14.2411 -5.5747
C 7.3546 -17.9000 -8.8930
C 7.7810 -19.2574 -9.3989
O 7.9283 -19.1800 -10.8140
H 6.3666 -17.7041 -9.3070
H 8.0218 -17.0922 -9.1846
H 7.2108 -17.9286 -7.8049
H 6.9896 -19.9918 -9.2082
H 8.6608 -19.7323 -8.9419
H 8.6464 -18.5540 -11.0170
C 6.1949 -17.7204 -13.2790
C 5.4802 -17.1213 -12.1017
O 4.1768 -16.6641 -12.5605
H 5.8172 -18.6943 -13.5870
H 7.2569 -17.9300 -13.1033
H 6.1879 -17.0011 -14.0997
H 5.9696 -16.2802 -11.5880
H 5.3456 -17.7832 -11.2370
H 3.4721 -17.1778 -12.1682

=====

# C37H71ClNO5P2

3 unconnected molecules or ions with the total composition C37H71ClNO5P2 (ωB97M-V/def2-TZVPD, the Open Molecules 2025 dataset).

gap between HOMO and LUMO	8.006	eV
max |F|	0.0171	Eh/bohr
2S+1	1
total charge	+1
M	707.378	g/mol
LUMO	-3.45	eV

Positions of all 117 atoms, in Å:
C 7.0212 -1.4493 3.4328
C 7.8593 -1.8560 2.2032
C 7.0993 -1.8190 0.8628
C 7.3408 -0.5407 0.0538
C 6.5023 0.6647 0.5254
C 5.9099 1.5199 -0.6129
C 4.3967 1.3169 -0.8349
C 3.5311 2.4748 -0.3104
C 2.3207 2.7896 -1.1932
C 1.7369 4.1819 -0.9386
C 0.9477 4.2539 0.3789
C -0.5557 4.1394 0.1539
C -1.3737 4.1322 1.4600
C -2.0941 2.7967 1.6387
C -2.9504 2.6683 2.8871
C -3.5811 1.2732 3.0297
C -2.5439 0.1980 3.3574
C -2.8630 -1.2428 2.9204
C -3.4019 -1.4248 1.5373
C -3.0627 -0.6817 0.4408
C -3.6217 -0.9427 -0.8147
C -3.2416 0.0120 -1.9101
C -4.4044 0.8770 -2.3957
C -4.0493 1.6439 -3.6696
Cl -4.9096 1.9929 -1.0818
C -4.5005 -2.0430 -0.9714
P -5.3961 -2.5911 -2.4949
C -6.9283 -1.5790 -2.3541
O -4.5525 -1.8611 -3.7052
C -4.7799 -2.8196 0.1391
P -5.9096 -4.2670 0.2618
C -5.2020 -5.1438 1.7246
C -5.5019 -5.4501 -1.0922
N -4.2528 -2.4468 1.3356
H 7.5003 -0.6396 3.9818
H 6.0379 -1.0839 3.1302
H 6.8658 -2.2861 4.1127
H 8.2952 -2.8420 2.3605
H 8.6970 -1.1600 2.1265
H 6.0299 -1.8542 1.0926
H 7.3301 -2.6956 0.2576
H 8.3994 -0.2771 0.1147
H 7.1340 -0.7428 -1.0002
H 7.1229 1.2947 1.1632
H 5.6899 0.3034 1.1602
H 6.4573 1.3064 -1.5332
H 6.1066 2.5667 -0.3764
H 4.1973 1.1469 -1.8949
H 4.1217 0.3962 -0.3135
H 4.1471 3.3745 -0.2603
H 3.1928 2.2239 0.6951
H 1.5398 2.0293 -1.0736
H 2.6353 2.7346 -2.2398
H 1.0750 4.4262 -1.7737
H 2.5538 4.9046 -0.9512
H 1.2616 3.4254 1.0187
H 1.1593 5.1985 0.8842
H -0.7349 3.1900 -0.3678
H -0.8955 4.9177 -0.5309
H -0.6784 4.2476 2.2952
H -2.1065 4.9384 1.4633
H -1.3316 2.0089 1.5925
H -2.7369 2.6423 0.7667
H -3.7620 3.3959 2.8369
H -2.3611 2.8666 3.7875
H -4.1403 1.0613 2.1148
H -4.3186 1.3119 3.8346
H -2.4485 0.1577 4.4441
H -1.5530 0.4680 2.9910
H -3.5388 -1.7126 3.6406
H -1.9351 -1.8217 2.9743
H -2.3756 0.1433 0.5530
H -2.7784 -0.4863 -2.7584
H -2.4896 0.6888 -1.4984
H -5.2769 0.2563 -2.5630
H -3.7500 2.6596 -3.4160
H -3.1990 1.1762 -4.1637
H -4.8993 1.7133 -4.3445
H -6.9223 -0.8687 -1.5296
H -7.1361 -1.0745 -3.2985
H -7.7435 -2.2828 -2.1823
H -5.1176 -1.3639 -4.3064
H -5.3190 -6.2078 1.5424
H -4.1290 -4.9626 1.8278
H -5.7122 -4.8587 2.6416
H -4.5964 -5.1886 -1.6322
H -6.3242 -5.4594 -1.8023
H -5.4016 -6.4313 -0.6347
H -4.4954 -2.9957 2.1487
O -1.2662 -0.8700 -4.3903
C -1.0229 -1.9668 -4.8295
O -0.1248 -2.0747 -5.8096
C 0.3472 -3.3392 -6.3006
C -0.5647 -3.9150 -7.3617
C -1.7712 -3.1851 -4.3394
H 0.5090 -4.0312 -5.4736
H 1.3242 -3.1138 -6.7220
H -1.5565 -4.1364 -6.9660
H -0.1415 -4.8373 -7.7585
H -0.6821 -3.2056 -8.1802
H -2.7059 -3.2534 -4.8909
H -2.0006 -3.0279 -3.2879
H -1.2290 -4.1230 -4.4281
O 5.8406 3.0739 3.0462
C 4.9185 2.7068 3.7147
O 4.0236 1.8543 3.1555
C 2.9820 1.2262 3.9023
C 1.7469 2.0987 4.0105
C 4.6910 3.2077 5.1211
H 3.3450 0.9077 4.8802
H 2.7539 0.3207 3.3401
H 1.9505 3.0187 4.5583
H 0.9491 1.5630 4.5280
H 1.3972 2.3762 3.0152
H 4.1528 4.1536 5.0645
H 5.6632 3.3907 5.5699
H 4.1386 2.5251 5.7613

=====

# C7H10N4O

C7H10N4O in the gas phase (ωB97M-V/def2-TZVPD, the Open Molecules 2025 dataset).

gap between HOMO and LUMO	8.741	eV
SMILES	CN(C)n1cc(O)c2nccn21
energy relative to the best compared isomer or geometry (same formula, charge and spin)	374.9	kJ/mol
max |F|	0.0791	Eh/bohr
2S+1	1
M	166.184	g/mol
LUMO	0.60	eV

Positions of all 22 atoms, in Å:
C -2.3168 1.4469 -0.1753
N -1.2673 0.5467 -0.6019
C -1.7000 -0.8356 -0.7173
N -0.1103 0.7413 0.1321
C 0.0206 0.0559 1.6412
C 1.2186 -0.5452 1.6940
O 1.7920 -1.1713 2.7404
C 1.8513 -0.4646 0.4012
N 2.9564 -0.8301 -0.2128
C 2.8216 -0.3704 -1.4744
C 1.6281 0.2978 -1.6473
N 1.0223 0.2255 -0.4384
H -1.8841 2.4326 -0.0199
H -3.0640 1.5028 -0.9655
H -2.8062 1.1192 0.7516
H -2.0735 -1.2387 0.2333
H -2.4897 -0.8869 -1.4640
H -0.8601 -1.4426 -1.0534
H -0.7338 0.2882 2.3571
H 1.2170 -1.1068 3.5122
H 3.5918 -0.5433 -2.1992
H 1.1862 0.7786 -2.4938

=====

# C5H8BiLiO4

A molecular structure, C5H8BiLiO4 (ωB97M-V/def2-TZVPD, the Open Molecules 2025 dataset).

gap between HOMO and LUMO (spin up / spin down)	7.078 / 7.079	eV
energy relative to the best compared isomer or geometry (same formula, charge and spin)	62.3	kJ/mol
max |F|	0.1368	Eh/bohr
2S+1	1
total charge	+2
M	348.036	g/mol
LUMO (spin up / spin down)	-10.45 / -10.45	eV

Positions of all 19 atoms, in Å:
C 1.8023 2.3155 0.7095
C 0.4539 2.5750 1.3428
O 0.0958 1.7104 2.3501
Li -1.7120 1.5597 2.9774
H 2.2757 3.2670 0.4284
H 2.4765 1.7867 1.4013
H 1.6731 1.7077 -0.1992
H -0.4964 2.3340 0.4138
O -1.5697 -0.0392 1.7655
C 0.5583 -2.1130 1.4113
C -1.8197 -0.2616 0.5380
O 1.3950 -2.9817 1.5642
O -0.2285 -2.3049 0.2784
C -1.2681 -1.4714 -0.1522
Bi 0.3997 -0.2239 2.4563
H -2.8808 -0.1182 0.2616
H -0.9715 -1.1131 -1.1523
H -2.1648 -2.1104 -0.2777
H 0.5118 3.5801 1.8010

=====

# C5H7ClIN

A molecular structure, C5H7ClIN (ωB97M-V/def2-TZVPD, the Open Molecules 2025 dataset).

gap between HOMO and LUMO	9.499	eV
energy relative to the best compared isomer or geometry (same formula, charge and spin)	125.3	kJ/mol
max |F|	0.0920	Eh/bohr
2S+1	1
M	243.475	g/mol
LUMO	0.62	eV

Positions of all 15 atoms, in Å:
C 1.7276 1.1362 1.9322
C 1.8717 0.4955 0.8239
C 0.1908 0.3082 -0.2133
C -2.1385 -0.7457 0.2533
C -0.6640 -0.6263 0.5622
N 0.2263 0.9670 -1.2297
Cl 0.1422 -2.1995 0.0458
I 3.6821 0.0764 -0.1722
H 2.4894 1.6581 2.4186
H 0.6305 1.3192 2.1295
H -2.5215 -1.6250 0.7002
H -2.3751 -0.9824 -0.7336
H -2.6201 0.1049 0.6114
H -0.2942 -0.4927 1.5821
H -0.5492 0.9775 -1.8868

=====

# H22O11

11 unconnected molecules or ions with the total composition H22O11 (ωB97M-V/def2-TZVPD, the Open Molecules 2025 dataset).

gap between HOMO and LUMO	10.882	eV
SMILES	O.O.O.O.O.O.O.O.O.O.O
energy relative to the best compared isomer or geometry (same formula, charge and spin)	217.7	kJ/mol
max |F|	0.0087	Eh/bohr
2S+1	1
M	198.165	g/mol
LUMO	-0.25	eV

Positions of all 33 atoms, in Å:
O 2.9521 -0.5490 -0.2100
H 3.4820 -1.3324 -0.0629
H 3.4164 0.1459 0.2568
O 0.7000 4.8560 -1.5512
H -0.0417 4.3516 -1.8854
H 0.3030 5.5290 -0.9983
O -2.0494 2.5807 -3.4161
H -2.8638 2.8878 -3.8143
H -1.5429 2.2276 -4.1475
O 3.3317 -1.6523 3.6145
H 4.0653 -1.0568 3.4615
H 2.5652 -1.0811 3.6641
O -3.9248 2.3021 1.8428
H -3.6243 2.7563 1.0556
H -3.2578 2.4961 2.5012
O 1.6885 -4.4434 2.0072
H 1.0375 -3.8973 2.4479
H 2.5310 -4.0962 2.3003
O -0.4560 -3.9689 -1.4587
H -0.2625 -3.2695 -2.0829
H -0.0227 -3.6958 -0.6502
O 3.6535 0.6224 -3.3355
H 3.2158 0.3915 -2.5161
H 3.9705 1.5146 -3.1951
O -0.5142 -0.0159 0.6146
H 0.3448 -0.3495 0.3556
H -0.6262 0.7835 0.1002
O -5.2691 0.2619 -1.6034
H -5.8082 0.8369 -2.1466
H -4.3684 0.4862 -1.8370
O -0.5029 -1.9107 3.6753
H -0.8922 -1.2048 3.1591
H -1.2303 -2.5065 3.8542

=====

# C46H47FN3O11P2

4 unconnected molecules or ions with the total composition C46H47FN3O11P2 (ωB97M-V/def2-TZVPD, the Open Molecules 2025 dataset).

gap between HOMO and LUMO	6.955	eV
max |F|	0.0415	Eh/bohr
2S+1	1
total charge	+1
M	898.838	g/mol
LUMO	-4.22	eV

Positions of all 110 atoms, in Å:
C 4.9746 -3.3958 2.6502
C 5.2693 -3.1725 1.1543
C 4.0024 -2.6622 0.4850
C 4.0764 -2.5990 -1.0571
C 3.3511 -1.3729 -1.6496
C 1.9842 -1.6933 -2.2540
C 1.1286 -2.6459 -1.4045
N -0.2487 -2.1688 -1.1831
N -1.1595 -2.7101 -1.9851
C -2.4083 -2.3559 -1.8074
P -3.6574 -3.1777 -2.9074
P -2.9357 -5.2088 -2.7456
O -2.4205 -5.3576 -1.3689
O -1.7524 -5.4663 -3.7874
O -4.0986 -6.2358 -3.0232
C -2.8958 -1.4392 -0.8494
C -4.3450 -1.1074 -0.6731
C -4.6338 0.3505 -0.2578
O -4.5739 1.2006 -1.0953
C -4.9688 0.6177 1.1698
C -5.9029 -0.2145 1.7906
C -6.2393 -0.0294 3.1285
C -5.6227 1.0010 3.8293
C -4.7155 1.8544 3.2041
C -4.3827 1.6693 1.8689
C -1.9018 -0.8934 -0.0689
F -2.1764 -0.0266 0.8767
C -0.5781 -1.2769 -0.2600
C 0.4783 -0.6532 0.6131
C 0.9762 0.6686 0.0294
C 2.1882 1.1603 0.7915
O 2.6415 0.5157 1.6980
N 2.7401 2.3437 0.3228
C 3.7777 2.8769 1.1923
C 5.1129 2.7187 0.8715
C 6.1099 3.1986 1.7139
C 5.7367 3.8399 2.8902
C 4.3970 4.0288 3.2042
C 3.4091 3.5486 2.3533
H 4.3560 -4.2772 2.8091
H 5.8812 -3.4659 3.2426
H 4.3923 -2.5490 3.0151
H 5.5698 -4.1361 0.7484
H 6.0690 -2.4363 1.1121
H 3.2167 -3.3753 0.7640
H 3.7087 -1.7118 0.9294
H 3.6796 -3.5269 -1.4705
H 5.1292 -2.5757 -1.3310
H 3.9745 -0.9577 -2.4382
H 3.2922 -0.6100 -0.8742
H 1.4502 -0.7875 -2.5303
H 2.1854 -2.1925 -3.1996
H 1.0178 -3.5738 -1.9500
H 1.5640 -2.9078 -0.4481
H -3.4561 -2.6846 -4.2090
H -0.9150 -5.4113 -3.3103
H -3.8466 -7.0504 -2.5569
H -4.7575 -1.8354 0.0251
H -4.8623 -1.2762 -1.6124
H -6.3694 -1.0210 1.2415
H -6.9560 -0.6959 3.5818
H -5.8696 1.1232 4.8751
H -4.2644 2.6474 3.7994
H -3.6822 2.3283 1.3790
H 1.2733 -1.3464 0.8655
H -0.0065 -0.4061 1.5523
H 1.1494 0.6669 -1.0420
H 0.1929 1.4146 0.1977
H 2.0145 3.0393 0.1876
H 5.4036 2.2213 -0.0443
H 7.1585 3.0807 1.5066
H 6.4976 4.1992 3.5666
H 4.0864 4.5405 4.1026
H 2.3604 3.6863 2.5774
C -5.0377 -9.0970 -7.8445
C -3.8851 -9.7069 -8.1100
C -2.6238 -9.2957 -7.4431
O -1.5726 -9.8467 -7.6836
C -2.6989 -8.1783 -6.4670
C -3.8512 -7.5700 -6.2022
C -5.1123 -7.9809 -6.8692
O -6.1600 -7.4239 -6.6231
H -5.9679 -9.3806 -8.3199
H -3.8092 -10.5229 -8.8171
H -1.7688 -7.8931 -5.9912
H -3.9265 -6.7548 -5.4963
C -7.3748 5.4961 5.1281
C -6.3778 4.6642 4.8393
C -5.0042 4.9084 5.3446
O -4.0812 4.1567 5.0868
C -4.7851 6.1112 6.1824
C -5.7811 6.9438 6.4720
C -7.1569 6.7022 5.9683
O -8.0653 7.4562 6.2310
H -8.3840 5.3384 4.7698
H -6.5216 3.7830 4.2288
H -3.7754 6.2680 6.5398
H -5.6413 7.8273 7.0815
C 6.2957 6.6174 0.0461
C 5.9422 7.6699 -0.6861
C 6.9515 8.6479 -1.1675
O 6.6288 9.6066 -1.8326
C 8.3702 8.4043 -0.8007
C 8.7235 7.3514 -0.0683
C 7.7143 6.3759 0.4110
O 8.0298 5.4128 1.0775
H 5.5775 5.8917 0.4093
H 4.9146 7.8659 -0.9647
H 9.0891 9.1285 -1.1619
H 9.7510 7.1559 0.2107

=====

Repeat the third record exactly.
# C7H10N4O

C7H10N4O in the gas phase (ωB97M-V/def2-TZVPD, the Open Molecules 2025 dataset).

gap between HOMO and LUMO	8.741	eV
SMILES	CN(C)n1cc(O)c2nccn21
energy relative to the best compared isomer or geometry (same formula, charge and spin)	374.9	kJ/mol
max |F|	0.0791	Eh/bohr
2S+1	1
M	166.184	g/mol
LUMO	0.60	eV

Positions of all 22 atoms, in Å:
C -2.3168 1.4469 -0.1753
N -1.2673 0.5467 -0.6019
C -1.7000 -0.8356 -0.7173
N -0.1103 0.7413 0.1321
C 0.0206 0.0559 1.6412
C 1.2186 -0.5452 1.6940
O 1.7920 -1.1713 2.7404
C 1.8513 -0.4646 0.4012
N 2.9564 -0.8301 -0.2128
C 2.8216 -0.3704 -1.4744
C 1.6281 0.2978 -1.6473
N 1.0223 0.2255 -0.4384
H -1.8841 2.4326 -0.0199
H -3.0640 1.5028 -0.9655
H -2.8062 1.1192 0.7516
H -2.0735 -1.2387 0.2333
H -2.4897 -0.8869 -1.4640
H -0.8601 -1.4426 -1.0534
H -0.7338 0.2882 2.3571
H 1.2170 -1.1068 3.5122
H 3.5918 -0.5433 -2.1992
H 1.1862 0.7786 -2.4938